Molecular formula: C18H23BCl17N3O8P
Method: DFT, the ωB97M-V functional and the def2-TZVPD basis

```
71
C18H23BCl17N3O8P, DFT the ωB97M-V functional and the def2-TZVPD basis
C -0.699 2.726 -0.137
C -2.222 2.888 0.428
C -2.680 1.692 1.402
N -3.396 0.550 0.728
C -2.368 -0.209 0.014
C -1.569 -1.284 0.786
C -1.760 -1.737 2.298
O -2.217 -0.722 3.212
O -1.182 -0.231 3.948
C -0.435 -2.024 -0.018
C 0.513 -3.136 0.673
O 0.054 -4.281 0.883
O 1.858 -2.789 1.050
B 1.957 -2.590 2.483
O 2.075 -3.707 3.399
O 1.913 -1.291 3.134
C 1.996 -0.211 2.162
C -0.168 -1.707 -1.543
C 0.954 -2.494 -2.348
C 2.399 -1.734 -1.775
C 2.202 -0.109 -1.389
O 2.974 -0.671 -2.681
C -1.089 -0.612 -2.187
P -0.807 -0.274 -4.030
O -0.929 1.375 -4.431
Cl -2.462 -1.249 -4.985
N -2.140 0.083 -1.412
N -2.865 0.995 -2.144
H -0.764 3.019 -1.253
H 0.059 3.368 0.424
H -0.317 1.650 -0.110
H -2.991 3.072 -0.395
H -2.195 3.861 1.055
H -3.327 2.140 2.247
H -1.703 1.288 1.872
H -4.160 0.866 0.116
H -0.840 -2.237 2.777
H -2.577 -2.560 2.296
H -0.361 -0.157 3.401
H 1.815 -4.532 2.932
H 2.911 -0.390 1.493
H 1.029 -0.016 1.581
H 2.224 0.771 2.733
H 1.027 -2.241 -3.455
H 1.052 -3.599 -2.092
H 3.134 -2.381 -1.081
H 1.561 0.517 -2.114
H 3.037 0.453 -0.858
H -0.988 1.970 -3.653
H -3.872 0.967 -1.956
H -2.464 1.939 -2.131
C -2.555 1.412 6.792
Cl -3.719 2.375 7.727
Cl -1.751 2.454 5.596
Cl -1.339 0.725 7.890
Cl -3.409 0.096 5.958
C -5.066 -2.904 -1.856
Cl -4.617 -4.349 -2.785
Cl -3.645 -1.845 -1.684
Cl -6.354 -2.026 -2.708
Cl -5.640 -3.386 -0.246
C 3.252 3.618 -2.907
Cl 2.591 4.789 -1.745
Cl 4.516 2.649 -2.120
Cl 1.951 2.544 -3.471
Cl 3.946 4.485 -4.292
C 8.129 0.870 -2.299
Cl 6.536 0.434 -1.639
Cl 7.914 1.924 -3.713
Cl 9.069 1.726 -1.059
Cl 8.991 -0.605 -2.784
```

## Properties
- highest occupied orbital energy (eV) = -12.4
- 2S+1 = 1
- HOMO-LUMO gap (eV) = 7.09
- charge = +1
- LUMO (eV) = -5.3

=====

Molecular formula: C18H23BO2
Method: DFT, the ωB97M-V functional and the def2-TZVPD basis

```
44
C18H23BO2, DFT the ωB97M-V functional and the def2-TZVPD basis
O 0.060 -1.878 -2.217
O -0.032 -0.531 1.199
B -0.211 0.806 0.823
C -1.640 3.463 3.871
C 0.610 1.778 -3.355
C -1.097 2.237 4.211
C -1.733 3.809 2.537
C 1.665 1.585 -2.487
C -0.671 1.711 -2.874
C -0.638 1.359 3.234
C -1.241 2.979 1.557
C 1.405 1.336 -1.153
C -0.927 1.479 -1.535
C -0.682 1.790 1.921
C 0.122 1.242 -0.676
C 2.380 -2.383 -2.800
C -1.801 -2.082 1.641
C 1.558 -2.520 -0.393
C 0.403 -2.837 0.554
C 1.184 -2.679 -1.888
C -0.649 -1.731 0.725
H 0.231 -0.912 -2.168
H -2.019 4.115 4.645
H 0.737 1.836 -4.424
H -1.082 1.905 5.220
H -2.256 4.721 2.269
H 2.659 1.703 -2.858
H -1.506 1.733 -3.563
H -0.313 0.361 3.488
H -1.376 3.225 0.536
H 2.234 1.152 -0.505
H -1.936 1.325 -1.218
H 3.114 -3.221 -2.788
H 2.898 -1.486 -2.474
H 2.002 -2.270 -3.813
H -1.500 -2.175 2.681
H -2.516 -1.258 1.631
H -2.322 -2.986 1.302
H 1.914 -1.493 -0.167
H 2.428 -3.178 -0.164
H -0.049 -3.794 0.220
H 0.775 -3.075 1.583
H 0.861 -3.729 -2.043
H -1.041 -1.429 -0.286
```

## Properties
- highest occupied orbital energy (eV) = -9.3
- 2S+1 = 1
- HOMO-LUMO gap (eV) = 9.95
- ΔE to the lowest compared entry with this formula, charge and spin (kJ/mol) = 0.0
- structure (SMILES) = C[C@H](O)CC[C@@H](C)OB(c1ccccc1)c1ccccc1
- charge = 0
- LUMO (eV) = 0.6

=====

Molecular formula: C18H23Br3N3O11V
Method: DFT, the ωB97M-V functional and the def2-TZVPD basis

```
59
C18H23Br3N3O11V, DFT the ωB97M-V functional and the def2-TZVPD basis
O 0.606 1.375 2.025
V -0.640 0.953 1.109
O -0.323 -0.232 0.101
O -2.303 2.124 0.360
C -2.700 2.499 -0.934
C -3.825 3.585 -1.013
O -4.916 3.531 -0.195
H -2.960 1.660 -1.606
H -1.800 2.877 -1.454
H -4.146 3.732 -2.070
H -3.220 4.527 -0.969
C -1.267 -2.123 2.611
C -1.460 -0.910 3.451
O -2.025 0.161 2.769
H -2.137 -2.322 1.977
H -0.963 -3.025 3.159
H -0.429 -2.051 1.908
H -0.451 -0.681 3.842
H -2.130 -1.203 4.274
C 0.871 4.131 -2.022
N 1.276 3.335 -0.864
O 2.131 3.705 -0.103
O 0.619 2.317 -0.734
H 0.966 3.610 -2.970
H 1.509 5.015 -2.071
H -0.138 4.531 -1.942
C 5.424 0.080 5.195
C 4.618 0.696 4.259
C 3.656 -0.097 3.642
C 3.454 -1.426 3.984
C 4.122 -1.935 5.098
C 5.174 -1.205 5.646
N 2.381 -2.204 3.320
O 1.877 -3.107 3.958
O 2.102 -1.834 2.215
H 6.226 0.654 5.645
H 4.761 1.745 4.047
H 2.949 0.287 2.911
H 3.975 -2.944 5.460
H 5.856 -1.656 6.354
C -1.311 -1.434 -3.068
C -1.032 -1.885 -4.365
C -2.101 -2.124 -5.225
C -3.413 -1.827 -4.871
C -3.681 -1.310 -3.607
C -2.635 -1.169 -2.698
N -4.510 -2.195 -5.771
O -4.311 -2.608 -6.906
O -5.634 -2.048 -5.332
H -0.525 -1.408 -2.329
H -0.034 -2.088 -4.723
H -1.849 -2.690 -6.113
H -4.691 -1.001 -3.382
H -2.837 -0.716 -1.736
C 2.254 -0.871 -2.018
Br 3.000 -0.004 -0.412
Br 3.613 -1.765 -3.082
Br 1.410 0.556 -3.153
H 1.565 -1.584 -1.579
```

## Properties
- highest occupied orbital energy (eV) = 0.3
- 2S+1 = 1
- HOMO-LUMO gap (eV) = 3.08
- charge = -2
- LUMO (eV) = 3.4

=====

Molecular formula: C18H23BrN4O3
Method: DFT, the ωB97M-V functional and the def2-TZVPD basis

```
49
C18H23BrN4O3, DFT the ωB97M-V functional and the def2-TZVPD basis
O 2.745 -1.223 4.115
C 3.484 -1.702 3.227
O 4.167 -2.725 3.203
N 3.497 -0.811 2.040
C 2.193 -0.455 1.777
N 1.933 0.813 1.581
C 2.899 1.871 1.626
C 2.966 2.725 0.541
C 3.888 3.757 0.599
N 4.710 3.983 1.620
C 4.592 3.150 2.654
C 3.717 2.079 2.718
N 1.225 -1.422 1.746
C 1.124 -2.158 0.465
C 1.835 -3.517 0.506
O 3.166 -3.471 0.020
C -0.064 -1.027 2.316
C -1.040 -0.276 1.377
C -2.439 -0.899 1.293
Br -2.846 -1.402 -0.559
H 3.957 -1.223 1.230
H 0.984 1.091 1.378
H 2.311 2.585 -0.304
H 3.953 4.430 -0.245
H 5.234 3.328 3.505
H 3.660 1.428 3.575
H 1.570 -1.611 -0.367
H 0.085 -2.358 0.220
H 1.861 -3.895 1.524
H 1.290 -4.236 -0.111
H 3.284 -2.733 -0.582
H 0.101 -0.478 3.236
H -0.552 -1.949 2.628
H -0.643 -0.120 0.379
H -1.185 0.725 1.791
H -3.184 -0.154 1.528
H -2.559 -1.768 1.926
C -3.987 0.063 -4.519
C -4.621 0.351 -3.318
C -5.793 1.096 -3.314
C -6.334 1.545 -4.510
C -5.701 1.254 -5.711
C -4.525 0.516 -5.715
H -3.072 -0.516 -4.522
H -4.201 -0.005 -2.385
H -6.285 1.325 -2.377
H -7.249 2.123 -4.507
H -6.124 1.604 -6.644
H -4.030 0.293 -6.651
```

## Properties
- highest occupied orbital energy (eV) = -8.5
- 2S+1 = 1
- HOMO-LUMO gap (eV) = 8.01
- ΔE to the lowest compared entry with this formula, charge and spin (kJ/mol) = 275.3
- charge = 0
- LUMO (eV) = -0.5

=====

Molecular formula: C18H23BrN7O5Pt
Method: DFT, the ωB97M-V functional and the def2-TZVPD basis

```
55
C18H23BrN7O5Pt, DFT the ωB97M-V functional and the def2-TZVPD basis
Pt 0.347 0.230 0.134
C 0.735 0.287 3.543
O 0.104 -0.480 2.519
C -0.792 -1.436 2.896
C -1.199 -1.646 4.200
C -2.122 -2.645 4.476
Br -2.656 -2.933 6.274
C -2.655 -3.425 3.478
C -2.257 -3.219 2.154
C -1.313 -2.225 1.857
O -0.878 -1.982 0.607
C -2.805 -4.024 1.067
N -2.504 -3.832 -0.202
C -3.205 -4.778 -0.924
C -3.252 -5.020 -2.295
C -4.059 -6.050 -2.731
C -4.803 -6.830 -1.835
C -4.765 -6.605 -0.473
C -3.955 -5.565 -0.036
N -3.676 -5.058 1.218
H 0.009 0.914 4.064
H 1.474 0.906 3.045
H 1.242 -0.366 4.255
H -0.811 -1.041 5.006
H -3.377 -4.186 3.738
H -1.419 -2.575 -0.020
H -2.674 -4.418 -2.983
H -4.123 -6.266 -3.790
H -5.421 -7.629 -2.222
H -5.338 -7.208 0.219
H -4.047 -5.402 2.086
N 0.213 0.450 -2.275
N 1.478 0.385 -2.842
C 2.550 0.056 -2.096
N 3.739 -0.023 -2.673
N 2.299 -0.141 -0.804
N 3.282 -0.482 0.104
O 2.899 -0.609 1.250
O 4.422 -0.714 -0.269
H -0.378 -0.314 -2.577
H -0.231 1.343 -2.439
H 1.605 0.562 -3.825
H 3.871 0.151 -3.655
H 4.522 -0.288 -2.094
C -2.984 2.483 1.425
C -1.497 2.157 1.336
C -0.660 3.414 1.091
O -1.309 1.224 0.298
H -3.166 3.196 2.229
H -3.557 1.575 1.615
H -3.325 2.913 0.482
H -1.175 1.718 2.293
H -0.983 3.896 0.166
H 0.394 3.144 1.001
H -0.778 4.115 1.916
```

## Properties
- highest occupied orbital energy (spin up / spin down) (eV) = -10.5 / -10.5
- 2S+1 = 3
- HOMO-LUMO gap (spin up / spin down) (eV) = 7.36 / 6.20
- ΔE to the lowest compared entry with this formula, charge and spin (kJ/mol) = 0.0
- charge = +1
- LUMO (spin up / spin down) (eV) = -3.1 / -4.3

=====

Molecular formula: C18H23Cl2NO5S
Method: DFT, the ωB97M-V functional and the def2-TZVPD basis

```
50
C18H23Cl2NO5S, DFT the ωB97M-V functional and the def2-TZVPD basis
C -5.623 -2.330 0.504
C -4.371 -3.177 0.383
H -4.177 -3.743 1.300
H -4.445 -3.889 -0.446
O -3.262 -2.303 0.139
C -2.084 -2.875 -0.051
O -1.885 -4.061 -0.016
C -1.004 -1.822 -0.338
N -1.277 -0.612 0.387
C -1.328 0.609 -0.203
O -1.175 0.776 -1.393
O -1.576 1.541 0.717
C -1.536 2.946 0.366
C -1.749 3.663 1.700
H -1.767 4.738 1.546
H -2.691 3.351 2.143
H -0.944 3.414 2.386
C -2.662 3.278 -0.612
H -2.655 4.342 -0.831
H -2.528 2.726 -1.538
H -3.625 3.012 -0.180
C -0.170 3.302 -0.219
H 0.617 2.903 0.419
H -0.061 2.878 -1.213
H -0.066 4.382 -0.281
H -1.350 -0.645 1.391
C 0.390 -2.390 -0.044
H 0.810 -1.918 0.844
H 0.324 -3.468 0.112
S 1.575 -2.217 -1.409
C 1.732 -0.394 -1.558
C 2.357 0.015 -0.258
O 1.701 0.382 0.689
C 3.837 -0.178 -0.182
C 4.673 0.391 -1.139
C 6.045 0.251 -1.068
C 6.598 -0.485 -0.030
C 5.793 -1.068 0.935
C 4.419 -0.901 0.861
Cl 3.442 -1.646 2.063
H 6.225 -1.643 1.737
Cl 8.305 -0.681 0.065
H 6.682 0.705 -1.809
H 4.242 0.976 -1.936
H 0.747 0.045 -1.714
H 2.377 -0.243 -2.418
H -1.094 -1.569 -1.404
H -5.522 -1.628 1.327
H -6.481 -2.971 0.686
H -5.785 -1.770 -0.412
```

## Properties
- highest occupied orbital energy (eV) = -8.8
- 2S+1 = 1
- HOMO-LUMO gap (eV) = 9.10
- ΔE to the lowest compared entry with this formula, charge and spin (kJ/mol) = 13.9
- structure (SMILES) = CCOC(=O)[C@H](CSCC(=O)c1ccc(Cl)cc1Cl)NC(=O)OC(C)(C)C
- charge = 0
- LUMO (eV) = 0.3

=====

Molecular formula: C18H23ClF16N5O3
Method: DFT, the ωB97M-V functional and the def2-TZVPD basis

```
66
C18H23ClF16N5O3, DFT the ωB97M-V functional and the def2-TZVPD basis
C 1.504 -0.956 1.193
C 1.736 -1.462 -0.378
O 2.724 -2.348 -0.624
N 0.844 -0.894 -1.459
C -0.443 -1.689 -1.621
N 1.494 -0.745 -2.675
N 1.852 -1.709 -3.606
C 2.589 -1.271 -4.887
N 3.068 -2.045 -5.921
N 2.644 0.218 -4.626
C 1.974 0.559 -3.278
C 1.935 2.108 -2.742
C 0.438 2.697 -2.426
C -0.255 2.137 -1.050
Cl 0.669 4.555 -2.159
H 2.570 -0.851 1.715
H 0.925 0.072 1.261
H 0.839 -1.760 1.724
H -0.379 -2.793 -1.236
H -0.745 -1.689 -2.776
H -1.332 -1.120 -1.067
H 1.714 -2.749 -3.551
H 3.274 -3.063 -5.710
H 3.313 -1.702 -6.875
H 2.665 2.313 -1.821
H 2.374 2.776 -3.628
H -0.269 2.610 -3.359
H 0.513 1.547 -0.388
H -0.701 2.998 -0.392
H -1.135 1.380 -1.327
C -5.025 2.772 -1.691
C -6.172 3.041 -2.677
C -7.335 2.060 -2.597
F -6.960 0.785 -2.848
F -8.285 2.365 -3.523
F -5.668 3.114 -3.937
F -6.656 4.294 -2.401
O -3.907 2.039 -2.202
C -4.060 0.621 -2.211
C -4.102 0.033 -3.627
F -5.091 0.584 -4.373
F -4.343 -1.305 -3.595
F -5.140 0.287 -1.465
F -2.980 0.127 -1.543
H -4.606 3.752 -1.430
H -5.379 2.365 -0.737
H -7.815 2.091 -1.614
H -3.155 0.199 -4.149
C 4.674 -0.795 6.338
C 4.680 -2.321 6.519
C 4.170 -3.115 5.323
F 2.890 -2.813 5.003
F 4.189 -4.449 5.588
F 3.999 -2.637 7.653
F 5.979 -2.695 6.752
O 3.547 -0.096 6.875
C 2.391 -0.070 6.039
C 1.208 -0.847 6.631
F 1.532 -2.138 6.890
F 0.160 -0.878 5.765
F 2.733 -0.487 4.797
F 2.056 1.244 5.911
H 5.526 -0.412 6.915
H 4.889 -0.494 5.306
H 4.794 -2.947 4.439
H 0.868 -0.393 7.566
```

## Properties
- highest occupied orbital energy (eV) = -13.2
- 2S+1 = 1
- HOMO-LUMO gap (eV) = 9.30
- charge = +1
- LUMO (eV) = -3.9

=====

Molecular formula: C18H23ClF2GaNO2
Method: DFT, the ωB97M-V functional and the def2-TZVPD basis

```
48
C18H23ClF2GaNO2, DFT the ωB97M-V functional and the def2-TZVPD basis
C 1.164 -1.148 0.065
C 0.436 0.125 -0.535
N -0.563 0.650 0.417
Ga -1.834 1.824 -0.501
C -1.509 3.835 -0.092
O -1.811 4.715 -0.921
O -1.007 4.205 1.049
C -3.809 1.319 -0.148
Cl -4.658 2.601 0.870
C -3.978 -0.056 0.574
C -4.029 -1.143 -0.555
H 0.629 -2.076 -0.204
H 1.197 -1.074 1.165
H 2.187 -1.139 -0.374
H -0.014 -0.152 -1.503
H 1.248 0.877 -0.670
H -0.011 1.286 0.992
H -1.581 1.586 -2.098
H -4.306 1.224 -1.132
H -4.980 -0.087 1.055
H -3.176 -0.254 1.302
H -4.144 -2.157 -0.126
H -3.093 -1.046 -1.135
H -4.860 -0.909 -1.247
F -0.139 -3.929 -0.687
C 0.366 -4.603 -1.724
C 0.774 -5.913 -1.550
C 1.293 -6.610 -2.632
C 1.408 -5.988 -3.869
C 0.998 -4.669 -4.026
C 0.468 -3.972 -2.950
H 0.684 -6.377 -0.576
H 1.610 -7.639 -2.510
H 1.818 -6.532 -4.711
H 1.091 -4.183 -4.989
H 0.135 -2.947 -3.054
F 2.034 2.185 1.400
C 2.343 3.185 2.238
C 1.349 4.045 2.673
C 1.692 5.070 3.546
C 3.011 5.232 3.962
C 3.994 4.363 3.511
C 3.659 3.328 2.647
H 0.308 3.916 2.332
H 0.925 5.748 3.901
H 3.271 6.039 4.640
H 5.023 4.489 3.831
H 4.410 2.633 2.290
```

## Properties
- highest occupied orbital energy (eV) = 0.4
- 2S+1 = 1
- HOMO-LUMO gap (eV) = 3.42
- charge = -2
- LUMO (eV) = 3.8

=====

Molecular formula: C18H23ClF6N2O7P
Method: DFT, the ωB97M-V functional and the def2-TZVPD basis

```
58
C18H23ClF6N2O7P, DFT the ωB97M-V functional and the def2-TZVPD basis
C 3.018 -2.455 0.512
C 2.138 -1.205 0.527
O 1.863 -0.760 1.841
C 0.811 -1.368 -0.279
C 0.545 -0.115 -1.076
C -0.505 0.677 -0.760
C -1.488 0.390 0.327
C -2.005 1.681 1.036
C -2.112 1.440 2.510
F -0.900 1.385 3.073
F -2.780 2.410 3.122
F -2.720 0.276 2.760
N -0.694 1.779 -1.483
C 0.102 2.169 -2.462
Cl -0.372 3.608 -3.225
C 1.171 1.442 -2.805
C 2.092 1.894 -3.905
C 3.437 2.454 -3.400
C 3.503 3.973 -3.264
F 4.045 4.306 -2.093
F 4.245 4.506 -4.232
F 2.306 4.576 -3.310
C 1.377 0.257 -2.118
C 2.532 -0.634 -2.521
O 3.642 -0.175 -2.725
O 2.294 -1.974 -2.639
P 1.434 -2.488 -4.065
N 0.135 -3.397 -3.406
O 0.610 -1.170 -4.589
H 2.442 -3.371 0.438
H 3.627 -2.432 1.409
H 3.698 -2.406 -0.332
H 2.714 -0.395 0.089
H 1.145 -1.287 2.205
H 0.038 -1.555 0.455
H 0.842 -2.235 -0.914
H -1.042 -0.212 1.095
H -2.334 -0.122 -0.122
H -2.976 1.957 0.640
H -1.293 2.481 0.859
H -1.500 2.358 -1.270
H 1.586 2.562 -4.589
H 2.315 1.006 -4.488
H 3.628 2.047 -2.420
H 4.269 2.156 -4.022
H -0.491 -2.810 -2.850
H 0.568 -4.010 -2.714
H -0.344 -1.304 -4.506
C -4.520 -0.657 6.279
C -4.550 -1.457 4.996
O -4.060 -2.731 5.413
C -4.289 -2.852 6.751
O -4.150 -3.851 7.367
O -4.698 -1.666 7.273
H -5.312 0.086 6.338
H -3.558 -0.165 6.444
H -5.562 -1.579 4.604
H -3.917 -1.038 4.220
```

## Properties
- highest occupied orbital energy (eV) = -12.6
- 2S+1 = 1
- HOMO-LUMO gap (eV) = 7.54
- ΔE to the lowest compared entry with this formula, charge and spin (kJ/mol) = 0.0
- charge = +1
- LUMO (eV) = -5.1

=====

Number 1: electronic energy -9654.71278 hartree. Number 2: electronic energy -875.06137 hartree. Number 3: electronic energy -10357.27686 hartree. Number 4: electronic energy -3718.39318 hartree. Number 5: electronic energy -4152.15747 hartree. Number 6: electronic energy -2449.29122 hartree. Number 7: electronic energy -3256.69002 hartree. Number 8: electronic energy -3489.57881 hartree. Number 9: electronic energy -2736.49341 hartree.